ORCA calculation (wB97M-V/def2-TZVPD) on an isolated ion of composition C4H10N4 and charge +2 in a non-equilibrium geometry.

Last columns: bonded neighbours and bond lengths (Å).
Cartesian coordinates (Å):
1 C -1.251 -0.702 0.788  C2 1.396, H9 1.085, H10 1.129
2 C -0.613 0.006 1.808  C1 1.396, N3 1.303, N4 1.352
3 N -0.667 -0.187 3.096  C2 1.303, H11 1.003, H12 1.042
4 N 0.361 0.776 1.273  C2 1.352, N5 1.198
5 N 0.479 1.103 0.126  N4 1.198, C6 1.249
6 C 0.384 0.527 -0.978  N5 1.249, C7 1.508, N8 1.466
7 C 0.841 -0.905 -1.103  C6 1.508, H13 1.118, H14 1.050, H15 1.073
8 N 0.505 1.360 -2.179  C6 1.466, H16 0.930, H17 1.053, H18 1.118
9 H -1.533 -1.696 1.120  C1 1.085
10 H -1.369 -0.264 -0.246  C1 1.129
11 H -1.277 -0.779 3.628  N3 1.003
12 H 0.026 0.337 3.673  N3 1.042
13 H 0.090 -1.560 -1.609  C7 1.118
14 H 0.845 -1.471 -0.219  C7 1.050
15 H 1.756 -0.980 -1.658  C7 1.073
16 H 1.354 1.738 -2.138  N8 0.930
17 H -0.361 1.952 -2.275  N8 1.053
18 H 0.430 0.745 -3.109  N8 1.118

Its frontier orbital gap (alpha / beta) is 7.9 / 7.6 eV. The value obtained for the molar mass is 114.2 Da. For the total energy, the calculation gives -376.606685 a.u. As for the charge: +2. For the LUMO energy (alpha / beta), the calculation gives -0.3813 / -0.3787 hartree.

ORCA calculation (wB97M-V/def2-TZVPD) on C5H10O in the gas phase in a non-equilibrium geometry.

Last columns: bonded neighbours and bond lengths (Å).
Cartesian coordinates (Å):
1 C -2.146 0.742 1.174  C2 1.514, H7 1.094, H8 1.098, H9 1.099
2 C -1.316 0.222 0.020  C1 1.514, C3 1.336, H10 1.083
3 C 0.019 0.181 0.000  C2 1.336, O4 1.377, C5 1.497
4 O 0.715 0.855 0.978  C3 1.377, H11 0.964
5 C 0.904 -0.329 -1.096  C3 1.497, C6 1.531, H12 1.099, H13 1.094
6 C 2.020 -1.273 -0.639  C5 1.531, H14 1.095, H15 1.096, H16 1.095
7 H -3.065 1.215 0.819  C1 1.094
8 H -2.440 -0.080 1.841  C1 1.098
9 H -1.637 1.473 1.818  C1 1.099
10 H -1.841 -0.108 -0.867  C2 1.083
11 H 0.136 1.624 1.025  O4 0.964
12 H 1.373 0.559 -1.542  C5 1.099
13 H 0.281 -0.800 -1.861  C5 1.094
14 H 1.620 -2.203 -0.222  C6 1.095
15 H 2.661 -1.529 -1.489  C6 1.096
16 H 2.645 -0.797 0.123  C6 1.095

Its frontier orbital gap is 9.6 eV. The value obtained for the molar mass is 86.1 Da. For the total energy, the calculation gives -271.720958 a.u. For the LUMO energy, the calculation gives 0.0338 hartree.

ORCA calculation (wB97M-V/def2-TZVPD) on a 12-piece molecular cluster, C20H19Cl44NO4 overall in a non-equilibrium geometry.

Last columns: bonded neighbours and bond lengths (Å).
Cartesian coordinates (Å):
1 C -3.730 0.413 4.216  N2 1.525, H15 1.192, H16 1.192, H17 1.175
2 N -3.935 -0.211 2.840  C1 1.525, C3 1.543, H18 1.049
3 C -2.650 0.176 2.080  N2 1.543, O4 1.480, H19 1.188, H20 1.193
4 O -2.372 -0.720 0.935  C3 1.480, C5 1.495
5 C -1.002 -0.342 0.470  O4 1.495, O6 1.357, O7 1.471
6 O -0.827 0.948 0.086  C5 1.357
7 O 0.095 -1.317 0.375  C5 1.471, C8 1.495
8 C 1.255 -0.907 1.225  O7 1.495, C9 1.653, H21 1.172, H22 1.194
9 C 2.638 -1.652 0.709  C8 1.653, C10 1.639, H23 1.193, H24 1.178
10 C 3.057 -1.306 -0.837  C9 1.639, C11 1.639, H25 1.193, H26 1.194
11 C 3.946 0.058 -1.030  C10 1.639, C12 1.646, H27 1.170, H28 1.182
12 C 5.258 0.172 -0.042  C11 1.646, O13 1.496, H29 1.190, H30 1.184
13 O 5.105 1.404 0.794  C12 1.496, C14 1.476
14 C 5.783 2.468 0.027  O13 1.476, H31 1.180, H32 1.194, H33 1.189
15 H -3.128 -0.301 4.958  C1 1.192
16 H -3.022 1.357 4.051  C1 1.192
17 H -4.721 0.799 4.716  C1 1.175
18 H -4.006 -1.256 2.890  N2 1.049
19 H -2.816 1.307 1.759  C3 1.188
20 H -1.698 0.119 2.797  C3 1.193
21 H 1.358 0.255 1.340  C8 1.172
22 H 1.021 -1.377 2.297  C8 1.194
23 H 2.396 -2.820 0.742  C9 1.193
24 H 3.527 -1.445 1.454  C9 1.178
25 H 2.120 -1.209 -1.569  C10 1.193
26 H 3.748 -2.206 -1.206  C10 1.194
27 H 3.256 0.985 -0.848  C11 1.170
28 H 4.361 0.105 -2.136  C11 1.182
29 H 6.228 0.298 -0.719  C12 1.190
30 H 5.434 -0.789 0.627  C12 1.184
31 H 5.306 2.507 -1.052  C14 1.180
32 H 6.956 2.258 -0.032  C14 1.194
33 H 5.643 3.513 0.576  C14 1.189
34 Cl 2.532 -5.256 -4.807  C35 1.782
35 C 3.294 -4.831 -3.254  Cl34 1.782, Cl36 1.782, Cl37 1.782, Cl38 1.782
36 Cl 2.058 -4.192 -2.141  C35 1.782
37 Cl 4.041 -6.283 -2.542  C35 1.782
38 Cl 4.545 -3.592 -3.526  C35 1.782
39 Cl -0.547 -8.951 -2.580  C40 1.782
40 C 0.612 -8.616 -1.269  Cl39 1.782, Cl41 1.782, Cl42 1.782, Cl43 1.782
41 Cl -0.190 -8.846 0.306  C40 1.782
42 Cl 1.995 -9.732 -1.399  C40 1.782
43 Cl 1.190 -6.936 -1.401  C40 1.782
44 Cl -5.302 -1.960 6.465  C45 1.782
45 C -4.540 -1.535 8.019  Cl44 1.782, Cl46 1.782, Cl47 1.782, Cl48 1.782
46 Cl -5.776 -0.896 9.132  C45 1.782
47 Cl -3.793 -2.987 8.731  C45 1.782
48 Cl -3.289 -0.296 7.747  C45 1.782
49 Cl 3.204 -12.896 1.249  C50 1.782
50 C 1.878 -11.961 1.985  Cl49 1.782, Cl51 1.782, Cl52 1.782, Cl53 1.782
51 Cl 0.440 -12.044 0.936  C50 1.782
52 Cl 1.487 -12.642 3.584  C50 1.782
53 Cl 2.381 -10.262 2.169  C50 1.782
54 Cl -3.398 1.935 -0.160  C55 1.782
55 C -5.140 2.290 -0.281  Cl54 1.782, Cl56 1.782, Cl57 1.782, Cl58 1.782
56 Cl -5.918 1.092 -1.346  C55 1.782
57 Cl -5.876 2.210 1.340  C55 1.782
58 Cl -5.368 3.922 -0.957  C55 1.782
59 Cl 4.526 2.309 -4.139  C60 1.782
60 C 3.351 3.623 -3.875  Cl59 1.782, Cl61 1.782, Cl62 1.782, Cl63 1.782
61 Cl 4.161 4.991 -3.070  C60 1.782
62 Cl 2.698 4.159 -5.443  C60 1.782
63 Cl 2.021 3.032 -2.848  C60 1.782
64 Cl 0.872 -0.700 -8.016  C65 1.782
65 C 1.014 1.024 -7.586  Cl64 1.782, Cl66 1.782, Cl67 1.782, Cl68 1.782
66 Cl 1.955 1.184 -6.081  C65 1.782
67 Cl 1.842 1.898 -8.899  C65 1.782
68 Cl -0.612 1.712 -7.346  C65 1.782
69 Cl -9.286 7.756 -2.159  C70 1.782
70 C -7.950 7.435 -1.024  Cl69 1.782, Cl71 1.782, Cl72 1.782, Cl73 1.782
71 Cl -8.512 6.332 0.257  C70 1.782
72 Cl -6.593 6.684 -1.901  C70 1.782
73 Cl -7.410 8.968 -0.294  C70 1.782
74 Cl 9.283 0.455 -0.327  C75 1.782
75 C 10.045 0.881 1.226  Cl74 1.782, Cl76 1.782, Cl77 1.782, Cl78 1.782
76 Cl 8.808 1.519 2.339  C75 1.782
77 Cl 10.792 -0.571 1.939  C75 1.782
78 Cl 11.296 2.120 0.954  C75 1.782
79 Cl -0.234 3.232 -4.833  C80 1.782
80 C -1.408 4.546 -4.569  Cl79 1.782, Cl81 1.782, Cl82 1.782, Cl83 1.782
81 Cl -0.599 5.914 -3.765  C80 1.782
82 Cl -2.062 5.082 -6.138  C80 1.782
83 Cl -2.739 3.955 -3.542  C80 1.782
84 Cl -10.419 6.308 5.778  C85 1.782
85 C -10.072 6.888 4.130  Cl84 1.782, Cl86 1.782, Cl87 1.782, Cl88 1.782
86 Cl -11.578 7.469 3.375  C85 1.782
87 Cl -8.894 8.222 4.206  C85 1.782
88 Cl -9.398 5.555 3.160  C85 1.782

Its frontier orbital gap is 9.3 eV. The value obtained for the molar mass is 1897.3 Da. For the total energy, the calculation gives -21377.206882 a.u. For the LUMO energy, the calculation gives -0.0037 hartree.